Entry 1:
The following is a DFT calculation (ωB97M-V/def2-TZVPD) of a structure of composition C55H44N6O2STi in a non-equilibrium geometry.

```
109
Properties=species:S:1:pos:R:3:forces:R:3
Ti -0.377 -1.354 -0.176 -0.18 -0.18 -0.02
S -1.195 1.010 -0.627 -0.01 0.15 -0.20
O 0.049 -3.559 0.268 0.06 0.34 0.04
O 3.295 2.892 -0.831 0.14 -0.03 0.03
N -2.391 -1.732 -0.060 -0.82 -0.29 -0.19
N -0.317 -1.878 -2.139 -0.02 -0.16 -0.81
N -0.413 -0.910 1.798 0.35 0.18 0.99
N -0.362 2.773 1.097 -0.14 0.62 0.49
N 1.645 -1.163 -0.271 1.11 0.06 0.15
N 1.301 1.989 -0.298 -0.01 0.08 -0.12
C 1.632 6.778 -0.894 -0.03 -0.01 -0.02
C -5.513 -3.217 4.407 0.01 0.01 -0.08
C -4.963 -3.280 5.678 0.05 0.01 0.00
C 5.041 0.444 4.974 -0.03 -0.09 0.00
C -4.941 -0.492 -5.338 0.03 -0.04 0.05
C -1.056 -2.310 -4.277 0.20 -0.01 -0.08
C -3.512 -2.131 3.511 0.08 -0.04 -0.09
C 3.862 -1.424 -0.823 0.06 -0.01 -0.11
C -3.200 -1.578 1.023 -0.19 0.06 0.01
C 3.831 -0.911 0.431 0.03 -0.08 0.00
C -5.670 -2.712 -4.777 0.03 0.01 0.01
C -2.762 -1.781 -2.532 0.23 0.03 -0.04
C -0.040 5.009 2.101 -0.01 0.02 -0.02
C 0.755 -2.135 -2.940 -0.05 0.04 0.13
C 0.201 0.163 3.725 0.02 -0.09 0.00
C 2.457 -0.760 0.805 -0.14 0.03 0.01
C 0.960 5.900 2.832 -0.05 -0.03 0.07
C -2.941 -2.313 4.788 -0.03 -0.03 0.04
C 2.174 5.528 -0.637 0.06 0.05 0.07
C -0.022 1.988 0.113 0.34 -0.28 -0.34
C -4.524 -1.308 0.579 0.07 -0.01 0.25
C 0.484 3.586 1.975 -0.18 -0.05 0.04
C 3.036 -0.007 3.080 -0.08 0.03 -0.13
C 2.109 3.058 -0.681 -0.17 0.01 0.06
C 2.102 -2.066 -2.524 -0.03 -0.05 0.03
C 1.455 4.380 -0.946 0.02 -0.08 -0.04
C -3.813 -1.725 -3.594 -0.02 0.06 0.07
C -4.804 -2.672 3.347 0.08 0.08 0.06
C 4.382 -2.032 -5.554 -0.05 0.01 0.00
C -3.196 -1.613 -1.197 0.04 -0.01 0.25
C -1.470 -0.944 2.673 0.05 0.07 0.06
C -1.098 -0.239 3.868 -0.08 0.17 -0.06
C -4.514 -1.332 -0.796 0.02 0.04 -0.05
C 2.498 -1.596 -1.266 -0.08 0.13 0.02
C -4.683 -2.790 -3.802 -0.07 -0.03 -0.01
C 5.002 -3.879 -4.157 0.00 0.03 -0.02
C -1.460 -1.966 -2.949 -0.10 0.07 0.15
C 0.379 6.880 -1.490 0.02 -0.02 0.03
C 4.792 1.383 3.984 -0.03 0.03 -0.04
C 3.372 -1.698 -4.661 0.06 0.05 -0.01
C -5.802 -1.561 -5.544 0.00 -0.03 0.03
C 3.794 1.157 3.042 0.03 0.10 -0.02
C 4.279 -0.720 5.027 -0.03 0.06 -0.04
C -3.655 -2.850 5.848 0.04 0.05 -0.08
C 2.000 -0.308 2.038 -0.11 -0.25 -0.07
C -3.946 -0.577 -4.372 0.01 -0.03 0.01
C -0.323 5.732 -1.834 0.02 0.00 0.00
C 0.653 -0.301 2.459 -0.15 -0.11 0.01
C 3.992 -3.542 -3.267 0.01 -0.05 0.00
C 0.212 4.480 -1.560 -0.11 -0.03 -0.04
C 5.203 -3.123 -5.303 -0.03 0.00 0.04
C -2.723 -1.550 2.402 -0.09 -0.01 -0.06
C 0.296 -2.443 -4.271 -0.03 -0.04 -0.15
C 3.165 -2.445 -3.502 -0.02 0.07 0.02
C 3.281 -0.941 4.087 0.04 0.10 0.04
H -6.340 -3.549 -4.934 0.03 0.03 0.00
H -0.336 3.587 -1.845 0.05 0.07 0.02
H -0.045 7.856 -1.696 0.03 -0.05 0.00
H -3.170 -2.954 6.812 0.00 0.00 -0.02
H -1.287 5.810 -2.321 0.03 0.00 0.02
H 2.188 7.671 -0.639 -0.02 -0.02 0.00
H 1.898 5.966 2.276 -0.04 -0.01 0.04
H 5.996 -3.378 -5.994 -0.02 -0.01 0.00
H -5.351 -1.029 1.208 -0.02 -0.08 0.01
H 4.531 -1.432 -6.446 -0.01 -0.03 0.06
H -1.732 -2.445 -5.110 0.08 -0.01 0.08
H -6.577 -1.498 -6.299 0.03 0.00 0.04
H -1.348 2.734 1.319 -0.03 0.00 0.10
H 0.565 6.910 2.948 0.04 -0.05 -0.01
H 2.684 -1.845 4.119 0.02 0.00 0.00
H 4.465 -1.457 5.800 -0.01 0.03 -0.05
H -6.505 -3.613 4.224 0.02 0.03 0.00
H 4.672 -0.664 1.063 -0.08 -0.01 -0.09
H 2.742 -0.835 -4.852 0.04 -0.04 0.01
H 0.934 -2.713 -5.099 -0.07 0.02 0.07
H 3.159 5.425 -0.194 -0.05 0.01 -0.04
H 3.606 1.886 2.259 0.05 -0.05 0.00
H -5.342 -1.142 -1.463 0.03 -0.04 0.05
H 4.733 -1.656 -1.417 -0.06 0.02 0.04
H -5.049 0.412 -5.923 0.03 -0.01 -0.02
H -5.258 -2.704 2.374 -0.04 0.06 -0.13
H -4.582 -3.683 -3.195 -0.02 0.04 -0.01
H 1.701 1.072 -0.465 -0.02 -0.13 -0.17
H 0.755 -3.728 -0.369 0.09 -0.14 -0.02
H -0.701 -4.095 -0.010 -0.13 -0.04 -0.06
H -1.902 -2.066 4.949 -0.10 -0.07 0.02
H -5.525 -3.692 6.506 0.01 -0.02 -0.01
H 0.507 3.096 2.951 0.02 -0.05 0.02
H 3.841 -4.133 -2.371 0.00 0.01 -0.01
H -3.264 0.250 -4.206 -0.05 -0.02 -0.01
H -0.241 5.400 1.100 0.02 0.04 0.07
H -1.769 -0.006 4.683 0.12 -0.05 -0.07
H 5.831 0.610 5.697 -0.06 0.00 -0.02
H 0.807 0.713 4.433 -0.06 -0.05 -0.02
H 1.498 3.595 1.594 0.09 -0.08 -0.05
H 5.633 -4.736 -3.955 0.00 0.01 0.00
H -0.988 4.996 2.648 -0.01 0.01 -0.07
H 1.181 5.510 3.831 -0.01 0.04 -0.10
H 5.381 2.292 3.940 -0.03 -0.03 -0.01
```
Forces are in eV/Å.

For the frontier orbital gap (alpha / beta), the calculation gives 4.9 / 5.4 eV. The spin multiplicity is 3. The calculation puts the electronic energy at -104739.412 eV. As for the highest occupied orbital energy (alpha / beta): -0.1941 / -0.2334 hartree. The expectation value of S² is 2.1303. As for the net charge: 0.

These are the Mulliken partial charges, in e, on atoms 1 to 6: number 1, Ti, carries -0.639; number 2, S, carries -0.568; number 3, O, carries -0.489; number 4, O, carries -0.626; number 5, N, carries 0.476; number 6, N, carries 0.953

---

Entry 2:
The following is a DFT calculation (ωB97M-V/def2-TZVPD) of a structure of composition C55H45B2BrCrF8N5OPS3 in a non-equilibrium geometry.

```
122
Properties=species:S:1:pos:R:3:forces:R:3
Br 0.544 -3.708 2.085 -0.64 0.22 1.39
Cr 0.729 -0.816 0.667 3.67 -1.65 3.02
S -1.111 1.596 -0.119 3.90 -1.01 0.70
S -1.122 0.439 -2.892 1.42 -1.27 0.73
S -0.525 -2.257 -1.888 2.52 1.28 3.51
P 1.063 -0.668 3.240 2.06 0.65 0.67
F 1.221 -0.719 6.452 -0.67 -0.35 -0.52
F 6.116 3.059 0.452 -0.22 0.42 0.34
F 4.163 2.562 -0.535 -0.85 0.22 -0.41
F -0.856 -4.892 7.006 -0.20 0.87 -0.21
F 0.423 -2.623 8.008 -0.48 -0.21 -0.80
F 4.244 2.569 1.777 0.15 0.84 -0.94
F -1.130 -5.119 4.269 0.25 -0.27 0.49
F 4.355 4.605 0.557 0.21 -0.67 0.12
O -3.039 -2.990 3.588 -1.70 0.19 0.69
N 2.589 -0.980 -0.078 3.01 0.04 -2.54
N -1.735 1.029 -1.546 -0.02 -0.19 -2.14
N -0.600 -1.070 -2.985 -0.90 0.77 -0.42
N -0.080 0.746 0.607 -4.58 5.31 -1.28
N -0.081 -1.867 -0.514 -3.14 -2.80 -4.38
C -4.409 -4.510 -1.884 0.48 -0.15 0.76
C 0.343 1.194 -3.707 -0.75 1.22 -0.06
C -0.496 -4.068 4.791 -0.11 0.44 0.46
C 0.852 2.127 3.582 -0.43 0.26 -0.05
C -2.718 3.042 1.580 -0.67 0.53 1.29
C 2.661 1.741 -3.487 1.61 0.41 -0.35
C -2.710 -3.236 -0.603 -0.23 -1.34 -1.67
C 0.224 3.257 4.130 -0.40 -0.01 0.00
C 0.732 -3.310 -2.654 -0.35 1.45 -2.12
C 0.237 1.924 -4.915 -0.06 0.29 1.39
C -4.707 0.911 -4.658 -0.11 -0.33 0.05
C -3.915 -3.954 -0.696 -0.50 0.02 0.97
C -2.653 1.990 0.684 -0.49 0.33 0.41
C -1.383 1.937 5.319 -0.72 -0.66 -0.45
C 1.529 1.144 -2.979 -0.47 -0.19 0.35
C -2.479 -3.660 -3.076 -0.58 0.00 1.71
C -4.617 0.101 -5.820 -2.76 1.47 1.60
C -0.821 3.199 5.063 0.66 -1.76 -1.17
C 0.158 -3.194 3.924 0.12 0.77 1.07
C 5.545 -0.094 4.127 1.04 -0.28 -0.17
C 1.406 -5.308 -3.819 1.38 -0.18 0.06
C -3.685 -4.358 -3.057 -0.09 -0.57 -1.50
C 2.611 -4.706 -4.194 -0.92 1.66 0.85
C -2.273 -0.195 -5.346 1.08 0.14 0.67
C 3.485 -0.825 -0.848 -1.97 -0.25 2.79
C 0.942 3.535 -0.010 0.22 -0.82 1.19
C 0.154 -2.747 6.682 -0.44 -0.57 2.38
C 5.113 -1.247 3.443 0.57 0.96 0.47
C 0.285 0.858 3.825 -1.20 0.52 1.81
C 0.723 5.736 -0.958 0.81 -0.71 0.81
C -5.012 2.464 2.141 -0.27 -0.64 0.04
C -0.530 -3.851 6.219 1.00 -1.17 -2.35
C -2.021 -3.156 -1.839 -0.64 0.21 -0.40
C 4.656 0.717 4.817 -0.87 -0.65 -0.58
C -0.897 0.785 4.658 1.43 1.65 -0.44
C 1.814 -2.583 -3.175 0.43 -0.36 0.51
C -3.756 1.168 0.574 -0.90 -1.22 -0.93
C -4.918 1.335 1.340 0.21 -0.28 -1.42
C 3.761 -1.325 3.251 -1.38 -1.56 -1.04
C 3.259 0.564 4.674 1.33 -0.91 0.50
C -0.489 5.405 -1.523 -1.17 -0.60 0.16
C -1.062 4.160 -1.206 0.66 -0.96 -0.65
C 2.615 2.384 -4.732 0.61 0.05 0.68
C 1.477 4.808 -0.234 -0.27 -0.14 -0.30
C 1.404 2.535 -5.377 -0.47 -0.06 -1.22
C -3.395 -0.426 -6.098 0.81 -0.73 -2.49
C -3.922 3.286 2.305 1.33 -0.05 -0.76
C -2.433 0.489 -4.127 1.04 -0.01 -0.26
C 0.593 -1.757 5.861 1.26 0.53 -1.80
C -0.321 3.196 -0.461 -1.41 1.62 -0.98
C 2.828 -0.480 3.847 -0.35 1.20 -0.77
C -3.596 1.131 -3.833 -1.37 -0.20 0.64
C 2.806 -3.347 -3.817 0.87 -0.06 -0.63
C 0.619 -1.944 4.463 -1.12 -0.94 -0.33
C 0.535 -4.629 -3.033 -1.93 0.47 1.65
B 4.730 3.217 0.547 0.34 -0.60 1.00
B 4.751 -0.505 -1.738 0.02 0.10 0.26
H 1.107 6.728 -0.989 0.24 0.65 -0.53
H 1.554 0.672 -2.003 0.09 -0.12 0.04
H -1.865 3.673 1.800 0.06 -0.01 -0.22
H 4.335 -0.560 -2.865 -0.06 0.20 -0.52
H -4.506 -4.138 0.223 0.53 0.20 -0.57
H 3.644 1.730 -2.951 -1.23 -0.20 -0.21
H 3.353 -5.209 -4.780 0.26 -0.22 -0.05
H -5.763 0.637 1.125 0.73 0.83 0.48
H 3.372 -2.102 2.546 0.34 0.57 0.72
H -0.730 2.197 -5.346 0.36 -0.48 -0.03
H 1.171 -6.337 -3.964 0.14 -0.64 -0.59
H -1.987 3.791 -1.657 0.04 0.56 0.14
H -1.385 -0.156 4.842 -0.02 -0.24 -0.02
H -3.776 0.423 -0.237 0.19 0.08 0.66
H 0.485 4.240 3.751 0.56 -0.02 0.32
H -5.633 1.291 -4.222 0.01 -0.01 -0.82
H 5.105 1.409 5.494 -0.16 0.78 0.15
H -4.025 -4.849 -4.000 0.19 0.49 0.90
H 1.346 3.110 -6.313 0.05 -0.26 0.51
H -3.267 -0.970 -7.050 -0.02 0.22 0.59
H 1.886 -1.471 -3.034 0.24 -1.42 -0.09
H 2.492 5.044 0.116 -0.59 -0.19 0.01
H -3.734 -3.652 3.834 1.03 0.66 -0.36
H -3.984 4.126 2.986 0.14 0.01 -0.12
H -1.279 -0.463 -5.754 -0.74 -0.22 0.72
H 6.603 0.248 4.103 -0.70 -0.75 0.29
H 5.771 -2.048 3.079 -0.16 0.81 -0.12
H 5.567 -1.388 -1.604 -0.03 -0.07 0.19
H 5.148 0.601 -1.358 -0.21 -0.67 -0.41
H -1.152 4.110 5.488 -0.57 0.55 0.44
H -5.953 2.675 2.612 -0.18 0.14 0.39
H -0.995 6.132 -2.172 0.02 -0.46 0.43
H -5.276 -5.183 -1.800 0.34 0.61 -0.36
H 3.791 -2.879 -4.057 -1.08 -0.22 0.10
H -2.268 -2.965 0.357 -0.11 0.31 -0.47
H -1.854 -3.556 -3.954 -0.20 0.03 -0.09
H 1.441 2.820 0.652 0.26 0.19 -0.51
H -2.317 1.800 5.919 1.06 0.35 -0.29
H -5.579 -0.048 -6.423 1.80 -0.01 0.78
H -3.729 1.668 -2.885 0.19 -0.24 -0.49
H -0.371 -5.114 -2.646 0.44 -0.03 -0.31
H 3.556 2.814 -5.126 -0.84 -0.20 0.18
H -3.469 -2.147 3.869 0.63 -0.79 -0.39
H 2.595 1.141 5.304 -0.07 0.11 -0.34
H 1.775 2.336 2.999 -0.72 -0.68 0.22
```
Forces are in eV/Å.

For the frontier orbital gap (alpha / beta), the calculation gives 5.7 / 7.4 eV. The spin multiplicity is 5. The calculation puts the electronic energy at -230608.036 eV. As for the highest occupied orbital energy (alpha / beta): -0.2417 / -0.3052 hartree. The expectation value of S² is 6.0244. As for the net charge: 0.

These are the Mulliken partial charges, in e, on atoms 1 to 6: number 1, Br, carries -0.104; number 2, Cr, carries 1.547; number 3, S, carries 1.165; number 4, S, carries 1.367; number 5, S, carries 1.389; number 6, P, carries 0.733